A molecular structure, C16H14N4O7S3SbTi at a distorted geometry. Source: the OMol25 dataset; level of theory: ωB97M-V/def2-TZVPD.

## Properties
E_HOMO (alpha / beta) ... -7.5 / -8.1 eV
E ... -99267.977 eV
Multiplicity ... 2
Gap between HOMO and LUMO (alpha / beta) ... 0.233 / 0.256 hartree
Molecular weight ... 640.1 g mol⁻¹

```
46
Properties=species:S:1:pos:R:3:forces:R:3
Ti -0.890579 0.554418 0.236083 -1.1 0.4 -0.7
C -2.136085 0.736062 4.147404 0.0 0.0 0.0
C -2.873231 1.641427 3.396609 0.0 0.0 0.0
C -3.454114 1.240321 2.202958 0.0 0.1 0.0
C -3.301423 -0.074048 1.761141 0.1 0.0 -0.1
C -2.548016 -0.974558 2.512480 0.0 0.0 0.0
C -1.967117 -0.567855 3.705775 0.0 0.0 0.0
H -1.679853 1.052247 5.075887 0.0 0.0 0.0
H -2.985191 2.662771 3.733320 0.0 0.0 0.0
H -4.022772 1.941955 1.607275 0.0 0.0 0.0
H -3.805595 -0.399879 0.856982 0.1 0.0 0.0
H -2.416762 -1.990416 2.162191 0.0 0.0 0.0
H -1.374266 -1.263279 4.283319 0.0 0.0 0.0
O 0.496722 -0.358358 1.597032 0.1 -0.4 0.0
C 0.857104 0.844843 1.598508 -0.1 0.0 -0.1
O -0.069437 1.719580 1.689532 0.1 0.5 0.2
C 2.094607 1.257064 0.878024 0.4 0.2 0.0
C 3.277899 1.794042 1.345044 -0.1 0.0 -0.2
C 4.169227 2.253275 0.384665 0.0 0.4 0.1
C 3.942691 2.206573 -0.975902 -0.2 -0.1 0.1
C 2.753407 1.641993 -1.437161 0.2 -0.1 0.4
C 1.818443 1.178988 -0.491687 -0.1 0.1 -0.2
O 0.591734 0.744112 -0.848248 0.3 0.1 -0.2
N 2.517377 1.571527 -2.807776 -0.5 -0.3 0.1
O 3.160765 2.216083 -3.643352 0.4 0.3 -0.2
O 1.734732 0.538688 -3.236997 0.0 -0.2 0.0
N 5.443288 2.841110 0.849554 0.4 -1.3 -0.2
O 6.218570 3.232421 0.004145 -0.1 0.5 0.1
O 5.701082 2.726202 2.030912 -0.1 0.5 0.2
H 3.508562 1.884194 2.394330 0.0 0.0 0.0
H 4.666018 2.590748 -1.678154 0.0 0.0 0.0
S -0.778559 -1.098323 -4.205507 0.0 0.0 0.0
Sb -0.258291 0.945010 -3.528907 0.0 0.0 0.0
S -2.434452 0.992060 -1.555334 0.2 0.0 0.3
S -1.820416 2.606224 -0.461323 0.0 -0.5 0.2
C -2.503741 -3.635661 -2.680962 -0.1 0.0 0.0
N -1.333554 -3.418009 -1.836840 0.1 -0.3 0.1
C -0.092142 -4.114528 -2.174385 0.0 -0.1 -0.1
C -1.263487 -2.378356 -1.074247 0.0 0.7 0.1
N -1.211193 -1.446500 -0.385602 -0.1 -0.3 0.0
H -2.869477 -4.650733 -2.529002 0.0 0.0 0.0
H -2.227444 -3.478163 -3.723313 0.0 0.0 0.0
H -3.277806 -2.920531 -2.414146 0.0 0.0 0.0
H -0.243185 -5.189213 -2.071204 0.0 0.0 0.0
H 0.693679 -3.793318 -1.495726 0.0 0.0 0.0
H 0.192282 -3.862212 -3.197394 0.0 0.0 0.0
```
Forces are in eV/Å.